<a>
H2O2 | ωB97M-V/def2-TZVPD

Output
Lowest unoccupied orbital energy, eV: 0.458

Structure (XYZ):
```
4
H2O2, DFT ωB97M-V/def2-TZVPD
H 1.227 0.268 0.547
H -1.216 0.588 -0.409
O 0.689 -0.394 -0.174
O -0.700 -0.462 0.036
```

Here is what natural (NBO) gives for the atomic charges, in e:
1 H 0.44
2 H 0.42
3 O -0.45
4 O -0.41

<b>
H2O2 | ωB97M-V/def2-TZVPD

Output
SMILES: OO
Lowest unoccupied orbital energy, eV: 0.594

Structure (XYZ):
```
4
H2O2, DFT ωB97M-V/def2-TZVPD
H 1.128 0.086 -0.359
H -0.713 -0.890 0.539
O 0.240 0.560 -0.609
O -0.656 0.244 0.429
```

Here is what natural (NBO) gives for the atomic charges, in e:
1 H 0.44
2 H 0.43
3 O -0.44
4 O -0.44

Decreasing stability: <b>, <a>

<a>
C3H10N3O | ωB97M-V/def2-TZVPD

Output
Lowest unoccupied orbital energy, eV: -3.837
Charge: +1

Structure (XYZ):
```
17
C3H10N3O, DFT ωB97M-V/def2-TZVPD
C 1.925 0.735 0.156
C 0.825 0.191 1.036
C -2.393 -0.058 -0.239
N -2.018 0.657 -1.068
N -3.178 -0.930 0.397
N 2.134 -0.318 -0.868
O -0.181 -0.450 0.258
H 1.414 1.713 -0.333
H 2.785 0.935 0.737
H 1.307 -0.583 1.849
H 0.288 1.091 1.489
H 0.295 -0.591 -0.657
H -1.748 1.475 -1.562
H -4.037 -0.955 0.002
H -2.798 -1.835 0.716
H 2.747 0.001 -1.491
H 2.633 -1.079 -0.422
```

These are the natural (NBO) partial charges, in e, on atoms 1 to 8:
1 C -0.25
2 C -0.07
3 C 0.83
4 N -0.48
5 N -0.78
6 N -0.84
7 O -0.80
8 H 0.18

<b>
C3H10N3O | ωB97M-V/def2-TZVPD

Output
Lowest unoccupied orbital energy, eV: -3.949
Charge: +1

Structure (XYZ):
```
17
C3H10N3O, DFT ωB97M-V/def2-TZVPD
C -1.567 1.405 -0.225
C 0.227 -1.770 1.632
C -0.077 -1.187 -0.662
N 0.658 1.667 -0.676
N 1.819 1.304 -0.945
N -0.268 0.897 -0.517
O 0.710 -1.475 0.339
H -1.536 2.471 -0.258
H -1.886 0.903 0.695
H -2.244 1.220 -1.049
H -0.394 -0.824 1.899
H 0.969 -1.749 2.404
H -0.218 -2.776 1.534
H 0.386 -1.306 -1.673
H -1.178 -1.123 -0.451
H 2.157 0.268 -0.982
H 2.442 2.074 -1.067
```

These are the natural (NBO) partial charges, in e, on atoms 1 to 8:
1 C -0.45
2 C -0.27
3 C 0.21
4 N 0.09
5 N -0.52
6 N -0.20
7 O -0.46
8 H 0.24

Decreasing stability: <a>, <b>

<a>
C3H10N3O | ωB97M-V/def2-TZVPD

Output
Lowest unoccupied orbital energy, eV: -3.507
Charge: +1

Structure (XYZ):
```
17
C3H10N3O, DFT ωB97M-V/def2-TZVPD
C 1.081 1.084 1.300
C -0.708 -1.283 0.039
C 0.493 -2.156 -0.184
N 0.497 1.495 0.203
N 0.429 2.784 -0.265
N -1.670 -1.142 -0.781
O 0.034 0.596 -0.659
H 1.411 1.926 1.896
H 1.115 0.029 1.440
H -0.907 -1.008 1.091
H 0.730 -2.653 0.735
H 1.142 -1.415 -0.516
H 0.017 -2.840 -0.848
H 0.186 2.945 -1.275
H 0.204 3.606 0.203
H -2.449 -0.467 -0.639
H -1.607 -1.504 -1.740
```

These are the natural (NBO) partial charges, in e, on atoms 1 to 8:
1 C -0.17
2 C 0.37
3 C -0.68
4 N 0.25
5 N -0.64
6 N -0.66
7 O -0.58
8 H 0.23

<b>
C3H10N3O | ωB97M-V/def2-TZVPD

Output
Lowest unoccupied orbital energy (spin up / spin down), eV: -4.149 / -3.898
Charge: +1

Structure (XYZ):
```
17
C3H10N3O, DFT ωB97M-V/def2-TZVPD
C 0.733 -0.683 -0.499
C 1.825 1.405 0.212
C -0.787 -2.183 0.641
N -2.490 1.157 -0.476
N 1.586 0.306 -0.715
N 0.225 -1.231 0.650
O -1.552 0.379 0.075
H 0.568 -1.350 -1.312
H 2.530 1.208 1.107
H 2.272 2.242 -0.208
H 0.933 1.707 0.680
H -0.894 -2.665 -0.297
H -1.107 -2.594 1.567
H -2.864 0.809 -1.406
H -3.033 1.742 0.141
H 1.974 0.314 -1.642
H 0.082 -0.563 1.483
```

These are the natural (NBO) partial charges, in e, on atoms 1 to 8:
1 C 0.39
2 C -0.45
3 C -0.10
4 N -0.32
5 N -0.50
6 N -0.53
7 O -0.44
8 H 0.21

Decreasing stability: <a>, <b>

<a>
C2H2O2S | ωB97M-V/def2-TZVPD

Output
SMILES: O=CC(O)=S
Lowest unoccupied orbital energy, eV: -1.156

Structure (XYZ):
```
7
C2H2O2S, DFT ωB97M-V/def2-TZVPD
C 0.167 -0.057 -0.226
C -1.151 -0.390 0.541
H 1.467 -0.331 -1.267
H -1.407 0.258 1.475
O 0.612 -0.905 -1.073
O -2.005 -1.203 0.295
S 1.061 1.226 0.258
```

Here is what natural (NBO) gives for the atomic charges, in e:
1 C 0.13
2 C 0.36
3 H 0.51
4 H 0.14
5 O -0.60
6 O -0.46
7 S -0.07

<b>
C2H2O2S | ωB97M-V/def2-TZVPD

Output
Lowest unoccupied orbital energy (spin up / spin down), eV: -1.414 / -0.217

Structure (XYZ):
```
7
C2H2O2S, DFT ωB97M-V/def2-TZVPD
C -1.102 0.172 0.567
C -0.287 0.045 -0.585
O 2.404 -0.185 0.497
O -1.103 -1.095 -0.040
S 1.639 0.376 -0.586
H -0.964 0.277 1.670
H -0.586 0.410 -1.522
```

Here is what natural (NBO) gives for the atomic charges, in e:
1 C 0.08
2 C -0.20
3 O -0.78
4 O -0.43
5 S 0.94
6 H 0.19
7 H 0.20

Decreasing stability: <a>, <b>

<a>
H3NO2S | ωB97M-V/def2-TZVPD

Output
Lowest unoccupied orbital energy, eV: -0.612

Structure (XYZ):
```
7
H3NO2S, DFT ωB97M-V/def2-TZVPD
N -0.546 -0.491 0.317
O -1.769 1.143 -1.135
O -0.897 1.868 1.096
S -0.787 1.098 -0.102
H -0.631 -1.202 -0.390
H 0.109 -0.715 1.048
H 0.920 1.727 -0.845
```

Here is what natural (NBO) gives for the atomic charges, in e:
1 N -1.07
2 O -0.90
3 O -0.91
4 S 2.13
5 H 0.41
6 H 0.41
7 H -0.08

<b>
H3NO2S | ωB97M-V/def2-TZVPD

Output
SMILES: NOSO
Lowest unoccupied orbital energy, eV: 0.721

Structure (XYZ):
```
7
H3NO2S, DFT ωB97M-V/def2-TZVPD
N -1.431 0.085 -0.056
O 1.689 -0.989 0.112
O -0.148 0.635 0.483
S 1.129 0.551 -0.359
H -1.093 -0.344 -0.867
H -2.103 0.871 -0.273
H 1.955 -0.809 0.960
```

Here is what natural (NBO) gives for the atomic charges, in e:
1 N -0.50
2 O -0.84
3 O -0.59
4 S 0.78
5 H 0.33
6 H 0.35
7 H 0.47

Decreasing stability: <a>, <b>